# C18H26Br12F3N2O2

A molecular structure, C18H26Br12F3N2O2 at a distorted geometry (wB97M-V/def2-TZVPD, OMol25).

```
! wB97M-V def2-TZVPD RIJCOSX def2/J DEFGRID3
* xyz 1 1
F 5.0950 0.7494 -0.0233
C 4.1789 -0.4125 0.0470
F 3.6165 -0.5910 1.4380
F 5.0477 -1.6311 -0.1612
O 3.1556 -0.4668 -1.0079
C 2.4398 0.8081 -1.1651
N 1.4541 1.1333 -0.0648
C 0.7991 2.4932 -0.3739
C 0.0234 2.9340 1.0325
O -1.0094 1.9310 1.3370
C -0.4229 0.5906 1.5599
C 0.4554 0.0414 0.2483
C -0.6421 -0.2590 -0.9319
C -1.5252 -1.6178 -0.6223
C -0.6956 -2.8960 -1.2273
C -0.3296 -4.0619 -0.1212
N 1.0260 -4.6437 -0.5708
C 2.3638 -4.3084 0.0627
C 3.4364 -5.1630 -0.8411
C 2.5359 -5.9577 -2.0028
C 0.9500 -5.5792 -1.7675
H 3.1213 1.7487 -1.3107
H 1.8073 0.7085 -2.1729
H 2.0107 1.3063 0.8259
H 0.0029 2.4387 -1.2300
H 1.6227 3.3065 -0.6386
H -0.5255 3.9746 0.8660
H 0.7814 3.0067 1.9420
H -1.3056 -0.1203 1.8511
H 0.3361 0.5755 2.4710
H 1.0382 -0.9244 0.5596
H -0.0692 -0.3817 -1.9671
H -1.4270 0.6093 -1.1016
H -2.5275 -1.5381 -1.2654
H -1.8612 -1.7315 0.4928
H 0.3334 -2.5402 -1.6833
H -1.2950 -3.4274 -2.1065
H -0.2020 -3.6689 0.9760
H -1.1703 -4.9019 -0.1294
H 2.5226 -3.5783 0.9748
H 4.6003 -5.1719 -0.7106
H 2.9199 -6.6594 -2.8684
H -0.0168 -5.8823 -2.3561
C -1.7002 6.4824 -1.5167
Br -0.3266 6.7722 -2.8632
Br -2.1520 4.5989 -1.3372
Br -1.2180 7.2772 0.1921
H -2.6026 6.9959 -1.8649
C -4.6648 1.6510 1.8705
Br -3.7854 3.3845 1.9464
Br -6.5932 1.8081 2.0715
Br -4.1824 0.6643 0.2649
H -4.3006 1.0701 2.7242
C -6.5526 5.6464 -1.4419
Br -5.1789 5.9362 -2.7884
Br -7.0044 3.7628 -1.2624
Br -6.0704 6.4411 0.2669
H -7.4549 6.1598 -1.7900
C 4.1397 -3.7167 3.9108
Br 4.8103 -5.0497 5.1588
Br 5.5127 -2.4289 3.4203
Br 3.3233 -4.5356 2.3464
H 3.3511 -3.1615 4.4293
*
```

Results
Orbital gap (Eh): 0.2623
F_max (Eh/bohr): 0.14012

What are the Löwdin partial charges on each atom? They are as follows, in elementary charge units: 0.06, -0.23, -0.01, 0.03, 0.02, -0.10, -0.09, -0.07, -0.15, -0.27, -0.11, -0.18, -0.15, -0.20, -0.18, -0.16, -0.21, -0.28, -0.06, -0.05, -0.03, 0.17, 0.19, 0.19, 0.12, 0.17, 0.09, 0.15, 0.14, 0.15, 0.17, 0.12, 0.10, 0.11, 0.10, 0.12, 0.13, 0.12, 0.14, -0.08, 0.09, 0.08, 0.12, -1.58, 0.57, 0.55, 0.58, -0.06, -1.56, 0.58, 0.58, 0.60, -0.02, -1.57, 0.57, 0.55, 0.56, -0.02, -1.55, 0.57, 0.59, 0.80, -0.02

***

# C18H26Cl21N3OS

8 unconnected molecules or ions with the total composition C18H26Cl21N3OS at a distorted geometry (wB97M-V/def2-TZVPD, OMol25).

```
! wB97M-V def2-TZVPD RIJCOSX def2/J DEFGRID3
* xyz 0 1
C 2.3922 0.0218 -1.3549
C 1.9204 -0.9974 -2.4139
C 0.9673 -2.0320 -1.8306
O -0.3336 -1.4857 -1.9325
C -1.3302 -2.2303 -1.3543
S -1.1980 -2.3839 0.4984
C -1.3334 -3.6322 -1.8436
N -1.3686 -4.7338 -2.1980
C -2.7278 -1.5944 -1.7187
C -3.7387 -2.6429 -1.5245
N -4.5639 -3.4723 -1.5467
C -2.7564 -1.1051 -3.1742
C -3.2324 -2.1313 -4.2153
C -3.1484 -0.4617 -0.7535
N -2.1058 0.5230 -0.5343
C -2.5719 1.8948 -0.7673
H 2.0685 -0.2834 -0.3666
H 3.4631 0.1652 -1.3680
H 1.9170 0.9778 -1.5410
H 1.3857 -0.4348 -3.1694
H 2.7595 -1.4813 -2.8943
H 1.2800 -2.2093 -0.8066
H 1.0865 -2.9550 -2.3945
H -0.0490 -1.7423 0.7481
H -3.4603 -0.2845 -3.2027
H -1.8111 -0.6979 -3.4990
H -3.0013 -3.1578 -3.9674
H -2.7043 -1.9198 -5.1365
H -4.2792 -2.0188 -4.4547
H -3.5406 -0.8897 0.1608
H -3.9968 0.0365 -1.2100
H -1.7867 0.4422 0.4173
H -2.5469 2.0886 -1.8317
H -1.9310 2.6134 -0.2782
H -3.5758 2.0277 -0.3610
C -0.7058 3.7872 1.5185
Cl -1.5014 4.7547 0.2738
Cl -1.8839 3.2098 2.6968
Cl 0.1703 2.4319 0.7944
H 0.0098 4.4103 2.0349
C -2.4017 -3.9867 -7.5967
Cl -0.9048 -3.6832 -6.7106
Cl -3.4868 -5.0079 -6.6543
Cl -3.1905 -2.4681 -8.0343
H -2.1522 -4.5091 -8.5095
C -0.0987 2.5866 6.4615
Cl -0.8659 4.1752 6.3960
Cl 0.3456 2.0392 4.8474
Cl 1.3067 2.6083 7.5305
H -0.8128 1.8835 6.8672
C 2.7817 -1.2766 4.0338
Cl 1.5425 -0.9886 2.7956
Cl 3.8039 0.1492 4.1857
Cl 2.0294 -1.6816 5.5741
H 3.3942 -2.1090 3.7264
C 3.5470 -5.7477 2.7180
Cl 5.1297 -5.4378 3.4347
Cl 2.6014 -6.8342 3.7309
Cl 2.6802 -4.2310 2.4508
H 3.6966 -6.2223 1.7581
C 4.1285 4.1751 4.4470
Cl 3.9287 2.9858 5.7352
Cl 3.1411 3.7581 3.0456
Cl 3.7489 5.8000 5.0243
H 5.1632 4.1617 4.1334
C 1.8158 7.5634 0.6700
Cl 0.9389 8.4279 -0.5917
Cl 0.7055 6.9871 1.9161
Cl 2.7364 6.2241 -0.0161
H 2.5104 8.2514 1.1319
*
```

Results
Orbital gap (Eh): 0.3413
F_max (Eh/bohr): 0.05851

What are the Löwdin partial charges on each atom? They are as follows, in elementary charge units: -0.08, -0.19, -0.22, -0.11, -0.68, 0.89, -0.24, 0.22, -0.39, -0.21, 0.22, -0.14, -0.10, -0.22, -0.10, -0.16, 0.04, 0.07, 0.06, 0.11, 0.11, 0.09, 0.13, -0.18, 0.11, 0.12, 0.05, 0.02, 0.08, 0.10, 0.12, 0.05, 0.09, -0.09, 0.09, -1.50, 0.58, 0.54, 0.58, -0.05, -1.54, 0.53, 0.54, 0.53, 0.01, -1.52, 0.53, 0.49, 0.51, 0.01, -1.55, 0.51, 0.51, 0.54, -0.05, -1.54, 0.53, 0.54, 0.55, 0.01, -1.52, 0.48, 0.50, 0.53, 0.01, -1.53, 0.53, 0.54, 0.52, 0.01

***

# C18H26ClNO3S

C18H26ClNO3S in the gas phase at a distorted geometry (wB97M-V/def2-TZVPD, OMol25).

```
! wB97M-V def2-TZVPD RIJCOSX def2/J DEFGRID3
* xyz 0 1
O 0.6648 -3.3984 -0.6451
O 2.7870 -3.2926 -1.6952
Cl 0.9128 4.2326 -4.5711
O 1.8203 -1.1839 2.4354
C -0.6229 0.6624 -4.0706
C -0.4964 1.9310 -4.3740
C 0.2859 -0.0336 -3.2901
C 1.5929 1.9663 -3.1447
C 0.6757 2.5735 -4.0180
C 1.4848 0.5429 -2.7611
N 1.7107 -1.0073 -0.8791
C 2.4896 -0.3061 -1.9780
C 1.7945 -2.5891 2.1692
C -3.5269 1.2912 2.8893
C -2.0891 1.6356 3.2302
C -3.6888 1.1691 1.3401
C -1.0764 0.7082 2.5016
C -2.7645 0.1923 0.6692
C -1.3170 0.5120 1.0317
C 1.9196 -0.0871 1.4206
C -0.3942 -0.5963 0.2789
C 2.6954 -2.9763 0.9493
C 1.0837 -0.1993 0.1451
S 1.9262 -2.7771 -0.6220
H -1.3032 -0.0145 -4.5666
H -1.0482 2.5623 -5.0970
H 0.0862 -1.0759 -3.0268
H 2.5067 2.4619 -2.7301
H 3.0290 -0.9862 -2.6587
H 3.2147 0.3815 -1.5289
H 0.8085 -2.9903 2.0565
H 2.2794 -3.0837 2.9768
H -3.6346 0.3239 3.3846
H -4.1878 2.0647 3.2998
H -1.9316 2.6964 3.0227
H -1.9842 1.4696 4.2927
H -4.6712 0.6740 1.1681
H -3.4873 2.1514 0.8448
H -1.1106 -0.3493 2.9163
H -0.0319 0.9719 2.6198
H -3.2717 -0.8020 0.8752
H -2.9055 0.2559 -0.4419
H -1.1002 1.4864 0.5661
H 2.9408 -0.0729 1.1454
H 1.7610 0.8239 1.8864
H -0.5362 -1.4767 0.7492
H -0.7700 -0.7954 -0.6374
H 2.7724 -4.0850 1.1887
H 3.6203 -2.3885 0.8878
H 1.0873 0.8265 -0.2051
*
```

Results
Orbital gap (Eh): 0.3538
F_max (Eh/bohr): 0.10743
Energy relative to the best compared isomer or geometry (same formula, charge and spin) (kcal per mole): 0.0

What are the Löwdin partial charges on each atom? They are as follows, in elementary charge units: -0.27, -0.32, 0.63, -0.14, -0.11, -0.15, -0.03, -0.04, -0.64, -0.16, -0.17, -0.11, -0.20, -0.20, -0.20, -0.22, -0.16, -0.21, -0.28, -0.09, -0.06, -0.20, -0.30, 0.68, 0.12, 0.12, 0.12, 0.11, 0.12, 0.11, 0.11, 0.11, 0.11, 0.11, 0.11, 0.10, 0.11, 0.13, 0.14, 0.09, 0.14, 0.13, 0.15, 0.11, 0.09, 0.07, 0.07, 0.14, 0.11, 0.15

***

# C18H26N2O2

C18H26N2O2 in the gas phase at a distorted geometry (wB97M-V/def2-TZVPD, OMol25).

```
! wB97M-V def2-TZVPD RIJCOSX def2/J DEFGRID3
* xyz 0 1
O 2.3429 -0.7469 2.0949
O 3.4488 -0.0149 0.3067
C 2.3347 -0.3123 1.0204
C 0.2042 0.9923 1.2210
C 1.0343 0.1836 0.5184
C -1.3894 -1.6472 4.0720
C -3.2148 -0.6847 2.7083
C -0.7685 -1.8711 2.7845
C -2.6297 -1.0192 1.5588
C -2.6801 -1.0764 3.9860
C -1.4018 -1.7014 1.5648
N -3.3670 -1.0396 5.1531
N -0.5641 -1.2103 -0.5354
C 0.6393 1.8338 2.5149
C -0.8018 -2.2570 0.4520
C 0.6974 -0.4690 -0.7790
C 1.2787 1.5328 -4.8485
C 1.9602 2.2562 -3.6655
C 0.0184 0.7807 -4.4430
C 1.8416 1.3935 -2.4196
C 0.2080 -0.2306 -3.2879
C 0.5402 0.5427 -1.9918
H 4.2135 -0.3728 0.7801
H -0.8492 1.0418 0.9924
H -0.9521 -1.7414 5.0620
H -4.1565 -0.2274 2.6876
H 0.2236 -2.2951 2.9013
H -3.2098 -0.7297 0.7301
H -4.2501 -0.5031 5.2528
H -2.9635 -1.3966 5.9742
H -1.3227 -0.6054 -0.8239
H 1.7098 1.8031 2.7083
H 0.1378 1.1905 3.3877
H 0.2672 2.8892 2.5297
H 0.1493 -2.7221 0.8190
H -1.3990 -3.1016 0.0019
H 1.4856 -1.1569 -1.0234
H 1.0558 2.1441 -5.6739
H 2.0104 0.8529 -5.2473
H 1.3649 3.1803 -3.3482
H 3.0217 2.5857 -3.7325
H -0.7190 1.4818 -4.1295
H -0.3256 0.1732 -5.2711
H 2.0480 1.9698 -1.5302
H 2.7134 0.7477 -2.3970
H 0.9216 -0.9804 -3.6390
H -0.7303 -0.8143 -3.2015
H -0.1764 1.3518 -1.7947
*
```

Results
Orbital gap (Eh): 0.2975
F_max (Eh/bohr): 0.09884
Energy relative to the best compared isomer or geometry (same formula, charge and spin) (kcal per mole): 112.0

What are the Löwdin partial charges on each atom? They are as follows, in elementary charge units: 0.16, 0.12, -0.54, -0.03, -0.16, -0.01, -0.04, -0.03, -0.06, -0.32, -0.31, 0.09, 0.00, -0.05, -0.19, -0.25, -0.20, -0.19, -0.20, -0.18, -0.18, -0.20, 0.13, 0.10, 0.10, 0.09, 0.10, 0.11, 0.12, 0.07, 0.11, 0.05, 0.11, 0.07, 0.14, 0.14, 0.14, 0.08, 0.10, 0.12, 0.12, 0.10, 0.11, 0.10, 0.10, 0.12, 0.11, 0.14